[1]
A structure of composition C25H29BN8NaO3, computed with ωB97M-V with the def2-TZVPD basis set.

Its expectation value of S² is 0.798. Its lowest unoccupied orbital energy (spin up / spin down) is -0.13 / -3.19 eV. The energy relative to the best compared isomer or geometry (same formula, charge and spin) is 17.8 kcal per mole. The calculation puts the HOMO energy (spin up / spin down) at -7.97 / -7.97 eV.

Geometry as ORCA input:
```
! wB97M-V def2-TZVPD RIJCOSX def2/J DEFGRID3
* xyz 0 2
Na 0.2654 0.8341 -0.3166
C -0.8356 -2.5401 1.6928
C -0.5884 -1.3910 2.6137
C -0.7242 -1.3343 4.0125
C -0.3745 -0.0477 4.3354
N -0.0463 0.6154 3.2020
N -0.1872 -0.2240 2.1431
B 0.4109 2.0681 2.8510
N -0.7169 2.7188 1.9661
C -1.3402 3.9096 2.1330
C -2.3532 4.0061 1.2047
C -2.2779 2.8102 0.4818
C -3.0833 2.3353 -0.6861
N -1.2990 2.0477 0.9431
N 1.8080 1.9873 2.1327
C 2.9364 2.6794 2.4196
C 3.9536 2.2067 1.6205
C 3.3518 1.2075 0.8467
C 3.9234 0.3493 -0.2372
N 2.0714 1.0837 1.1596
N 0.6225 3.0104 4.0683
C 0.5446 2.8359 5.4064
C 0.8656 4.0235 6.0212
C 1.1484 4.9022 4.9588
C 1.5615 6.3364 5.0242
N 1.0032 4.2831 3.7984
H -1.1605 -3.4187 2.2486
H -1.6112 -2.2964 0.9640
H 0.0715 -2.8036 1.1453
H -1.0356 -2.1110 4.6911
H -0.3658 0.3909 5.3120
H -1.0238 4.5944 2.8968
H -3.0497 4.8209 1.0938
H -3.9913 2.9235 -0.8148
H -2.5108 2.4065 -1.6160
H -3.3717 1.2928 -0.5469
H 2.9345 3.4500 3.1679
H 4.9805 2.5332 1.6243
H 5.0127 0.3713 -0.2359
H 3.6050 -0.6856 -0.1067
H 3.5889 0.6840 -1.2240
H 0.2841 1.9077 5.8691
H 0.8964 4.2164 7.0806
H 1.6261 6.6603 6.0624
H 2.5356 6.4907 4.5581
H 0.8458 6.9797 4.5108
C 0.4759 -0.0686 -7.5189
O 0.8467 1.2842 -7.2822
C 0.8823 1.7015 -6.0024
C 1.2561 3.0526 -5.8153
C 1.3290 3.5987 -4.5413
C 1.0481 2.8773 -3.3962
C 1.1409 3.5095 -2.0486
C 1.5443 4.9597 -1.8846
O 0.8996 2.8948 -1.0328
C 0.6576 1.4720 -3.5627
O 0.3756 0.6941 -2.6388
C 0.5938 0.9411 -4.9109
H 0.5083 -0.2011 -8.5955
H -0.5344 -0.2658 -7.1559
H 1.1791 -0.7551 -7.0442
H 1.4832 3.6470 -6.6901
H 1.6210 4.6351 -4.4757
H 1.7584 5.5134 -2.7926
H 2.4208 4.9801 -1.2366
H 0.7419 5.4586 -1.3406
H 0.3010 -0.0967 -4.9666
*
```

These are the Löwdin partial charges, in e, on atoms 1 to 4: Na 0.38; C -0.04; C -0.36; C -0.03

---

[2]
A structure of composition C25H29CaN8O2 in a non-equilibrium geometry, computed with ωB97M-V with the def2-TZVPD basis set.

Its lowest unoccupied orbital energy is -2.92 eV. The energy relative to the best compared isomer or geometry (same formula, charge and spin) is 3.8 kcal per mole. The calculation puts the HOMO energy at -9.78 eV.

Geometry as ORCA input:
```
! wB97M-V def2-TZVPD RIJCOSX def2/J DEFGRID3
* xyz 1 1
Ca 0.4019 -0.4526 -0.1244
C -0.5630 1.0943 -3.1563
O -0.4496 1.2484 -1.7395
C -1.0769 2.3537 -1.1675
C -1.3864 3.4876 -1.9000
C -1.9694 4.5719 -1.2544
C -2.2315 4.5163 0.1039
C -1.9277 3.3711 0.8230
C -1.3587 2.2723 0.1966
N -1.0288 1.0383 0.8722
N -1.3810 1.0241 2.0883
C -1.1750 -0.0412 2.9200
C -0.7262 -1.3545 2.5734
O -0.4846 -1.7429 1.3705
C -0.5367 -2.3018 3.6344
C -0.7942 -1.9863 4.9215
C -1.2851 -0.7011 5.3055
C -1.5609 -0.4238 6.6593
C -2.0475 0.7997 7.0328
C -2.2658 1.7728 6.0452
C -1.9966 1.5223 4.7226
C -1.4951 0.2691 4.3129
H -0.0468 1.8977 -3.6827
H -1.6134 1.0726 -3.4461
H -0.0683 0.1565 -3.3959
H -1.1874 3.5366 -2.9600
H -2.2161 5.4579 -1.8236
H -2.6838 5.3597 0.6074
H -2.1436 3.3039 1.8792
H -0.1860 -3.2849 3.3488
H -0.6350 -2.7257 5.6988
H -1.3833 -1.1976 7.3964
H -2.2653 1.0154 8.0699
H -2.6567 2.7422 6.3279
H -2.1778 2.2947 3.9920
C 3.9262 1.7476 -4.3639
C 3.5633 0.7199 -3.3466
C 4.0336 -0.5543 -3.1044
C 3.2891 -1.0330 -2.0167
N 2.4382 -0.1074 -1.5802
N 2.6226 0.9487 -2.4126
C 3.3769 -2.3646 -1.3440
H 4.8807 1.4949 -4.8199
H 4.0210 2.7358 -3.9131
H 3.1806 1.8047 -5.1583
H 4.8057 -1.0723 -3.6467
H 2.1109 1.7978 -2.2443
H 4.1865 -2.9497 -1.7766
H 2.4560 -2.9397 -1.4610
H 3.5859 -2.2531 -0.2789
N 2.4978 1.2253 2.1912
C 3.4202 1.0793 3.1572
C 3.5897 -0.2715 3.3493
C 2.7076 -0.8656 2.4380
N 2.0391 0.0437 1.7382
H 2.0963 2.0813 1.8514
H 3.8639 1.9392 3.6299
H 4.2471 -0.7514 4.0516
H 2.5027 -1.9128 2.2748
N -0.3431 -3.2235 -1.2414
N -1.0544 -2.0107 -1.5743
H -0.8400 -4.0349 -1.5931
H -0.3576 -3.2901 -0.2261
H -2.0228 -2.0594 -1.2687
H -1.0568 -1.9345 -2.5831
*
```

These are the Löwdin partial charges, in e, on atoms 1 to 4: Ca 1.37; C -0.07; O -0.24; C -0.22

---

[3]
A structure of composition C25H29Cl3MoN7O5, computed with ωB97M-V with the def2-TZVPD basis set.

Its expectation value of S² is 2.011. Its lowest unoccupied orbital energy (spin up / spin down) is -2.20 / -2.72 eV. The energy relative to the best compared isomer or geometry (same formula, charge and spin) is 20.5 kcal per mole. The calculation puts the HOMO energy (spin up / spin down) at -9.96 / -10.46 eV.

Geometry as ORCA input:
```
! wB97M-V def2-TZVPD RIJCOSX def2/J DEFGRID3
* xyz 1 3
Mo -0.0293 -0.0922 -0.2325
O 0.5827 -1.1381 -4.2039
C 0.2087 -0.6828 -3.1384
N 0.7534 -0.9205 -1.9206
C 1.6389 -2.0511 -1.7867
C 1.0813 -2.9291 -0.6986
C 1.5225 -4.2241 -0.4701
C 0.9567 -4.9488 0.5634
C -0.0315 -4.3622 1.3427
C -0.4135 -3.0647 1.0630
N 0.1311 -2.3722 0.0576
C -1.0145 0.1817 -3.0506
C -1.6862 0.6149 -4.1798
C -2.8396 1.3634 -4.0122
C -3.2853 1.6458 -2.7273
C -2.5631 1.1756 -1.6479
N -1.4487 0.4542 -1.8096
H 2.6522 -1.7362 -1.5156
H 1.6931 -2.5928 -2.7341
H 2.2909 -4.6494 -1.1001
H 1.2783 -5.9633 0.7572
H -0.5014 -4.9003 2.1529
H -1.1646 -2.5414 1.6339
H -1.2905 0.3497 -5.1494
H -3.3890 1.7219 -4.8718
H -4.1831 2.2219 -2.5573
H -2.8715 1.3707 -0.6291
Cl -5.9746 1.7995 4.1750
C -4.7000 1.1610 3.1942
C -3.5718 1.9241 2.9599
C -2.5601 1.4007 2.1719
Cl -1.1595 2.3789 1.8431
C -2.6207 0.1186 1.6025
O -1.6669 -0.4091 0.8815
C -3.8048 -0.6079 1.8637
Cl -3.9692 -2.1759 1.1578
C -4.8266 -0.1067 2.6447
H -3.4779 2.9164 3.3748
H -5.7132 -0.6983 2.8182
N 0.3098 -0.5058 3.2406
C 1.7388 -0.7230 3.2874
C 2.4897 0.0379 4.3934
C 2.2668 1.5525 4.4108
C 2.7300 2.2830 3.1470
N 4.0947 1.9432 2.7565
C 5.1953 2.4288 3.2847
N 6.3666 1.8590 2.9757
N 5.1844 3.4781 4.1171
C 2.4048 -0.5268 1.9114
O 3.6429 -0.5202 1.8684
O 1.6788 -0.3810 0.8800
H 0.0735 0.4651 3.0712
H -0.1286 -0.7873 4.1092
H 1.8891 -1.7928 3.4800
H 3.5541 -0.1896 4.3160
H 2.1620 -0.3595 5.3566
H 2.7751 1.9677 5.2852
H 1.2057 1.7776 4.5486
H 2.6306 3.3655 3.2546
H 2.1036 2.0214 2.2911
H 4.1493 1.0248 2.2722
H 6.3855 1.0492 2.3788
H 7.2383 2.2244 3.3122
H 4.3283 3.9685 4.3027
H 6.0403 3.9026 4.4257
C 0.9120 2.3649 -1.7293
O 0.7264 1.5955 -0.5722
H 1.5077 3.2444 -1.4780
H -0.0471 2.6975 -2.1457
H 1.4425 1.7813 -2.4906
*
```

These are the Löwdin partial charges, in e, on atoms 1 to 4: Mo 1.82; O 0.08; C -0.48; N -0.12

---

[4]
A structure of composition C25H29CoN4, computed with ωB97M-V with the def2-TZVPD basis set.

Its expectation value of S² is 3.759. Its lowest unoccupied orbital energy (spin up / spin down) is -2.29 / -2.60 eV. The calculation puts the HOMO energy (spin up / spin down) at -11.02 / -10.90 eV.

Geometry as ORCA input:
```
! wB97M-V def2-TZVPD RIJCOSX def2/J DEFGRID3
* xyz 1 4
Co 0.0455 -0.1756 -0.0490
C 0.9593 -0.2027 2.7347
C 2.2431 0.5315 2.3433
C 2.8870 0.2003 1.0147
C 4.2695 0.0663 0.9467
C 4.8770 -0.1978 -0.2663
C 4.0853 -0.3340 -1.3972
C 2.7215 -0.2033 -1.2515
N 2.1310 0.0700 -0.0808
N -0.2415 0.2744 2.0298
C -0.5269 1.6948 2.2853
C -0.1557 2.6133 1.1404
C -0.0735 3.9853 1.3411
C 0.2240 4.8044 0.2679
C 0.4420 4.2301 -0.9772
C 0.3537 2.8575 -1.0870
N 0.0555 2.0634 -0.0537
C -1.4157 -0.5631 2.3186
C -2.4986 -0.3134 1.2961
C -3.8406 -0.4904 1.5854
C -4.7715 -0.3187 0.5741
C -4.3326 0.0374 -0.6920
C -2.9765 0.2069 -0.8945
N -2.0771 0.0387 0.0763
H 1.0637 -1.2681 2.5217
H 0.8224 -0.0821 3.8171
H 2.0898 1.6149 2.3901
H 2.9756 0.3048 3.1184
H 4.8601 0.1630 1.8475
H 5.9514 -0.3072 -0.3294
H 4.5118 -0.5516 -2.3655
H 2.0606 -0.3378 -2.1001
H -1.5968 1.8163 2.4718
H -0.0196 2.0290 3.1950
H -0.2414 4.3998 2.3268
H 0.2911 5.8762 0.3979
H 0.6804 4.8320 -1.8420
H 0.5298 2.3646 -2.0359
H -1.1093 -1.6087 2.2310
H -1.7980 -0.3935 3.3317
H -4.1492 -0.7643 2.5855
H -5.8258 -0.4595 0.7701
H -5.0247 0.1796 -1.5092
H -2.5879 0.4860 -1.8661
C 0.5457 -5.3307 -1.5100
C -0.0122 -4.8007 -0.1824
C 0.8590 -5.3020 0.9778
C -1.4530 -5.2956 0.0062
C 0.0006 -3.3282 -0.1987
C 0.0134 -2.1111 -0.2279
H 0.5357 -6.4223 -1.5082
H 1.5718 -4.9929 -1.6583
H -0.0558 -4.9793 -2.3486
H 0.8692 -6.3935 0.9908
H 0.4686 -4.9511 1.9344
H 1.8849 -4.9479 0.8712
H -1.4757 -6.3870 0.0020
H -2.0941 -4.9323 -0.7973
H -1.8594 -4.9462 0.9566
*
```

These are the Löwdin partial charges, in e, on atoms 1 to 4: Co 0.63; C -0.16; C -0.09; C -0.24

---

Number 1: energy -1821.08533 a.u.. Number 2: energy -2236.09249 a.u.. Number 3: energy -3178.31507 a.u.. Number 4: energy -2571.62982 a.u..